[1]
# C57H38N10PPbS

C57H38N10PPbS as an isolated structure in a non-equilibrium geometry (ωB97M-V/def2-TZVPD, the Open Molecules 2025 dataset).

Summary:
total energy	-3674.84343	Eh
HOMO-LUMO gap	4.7	eV
HOMO	-0.1065	hartree
energy relative to the best compared isomer or geometry (same formula, charge and spin)	0.0	kJ/mol
net charge	-1

Each line ends with the Mulliken charge.
Geometry (Å):
Pb 2.143 0.678 -3.348  1.06
C 3.253 -4.282 -6.011  -0.68
C 4.475 -3.892 -5.400  -0.27
C 4.681 -3.334 -4.147  -0.87
C 3.515 -2.876 -3.476  0.53
C 3.360 -2.105 -2.329  -0.25
N 4.397 -1.595 -1.593  -0.66
C 4.380 -0.359 -1.174  -0.31
C 5.357 0.260 -0.284  1.24
C 6.528 -0.390 0.350  -0.60
C 7.338 0.335 1.132  -0.86
C 6.983 1.775 1.253  -0.40
C 5.905 2.389 0.750  -0.48
C 5.023 1.537 0.007  0.68
C 3.734 1.735 -0.670  -0.65
N 2.987 2.833 -0.612  -0.49
C 1.675 2.945 -1.103  -0.22
N 1.082 2.124 -1.971  -0.08
C -0.144 2.655 -2.240  -1.42
N -1.217 2.065 -2.967  -0.48
C -1.165 0.829 -3.323  -0.49
N -0.191 -0.136 -3.197  -0.04
C -0.747 -1.407 -3.463  -0.04
N -0.067 -2.472 -3.516  -0.64
C 1.361 -2.505 -3.287  0.14
N 1.986 -1.914 -2.255  0.41
C 2.283 -3.238 -4.120  0.02
C 2.118 -3.839 -5.351  -0.41
C -2.125 -1.236 -3.740  0.44
C -3.076 -2.214 -3.702  -0.65
C -4.468 -1.842 -3.794  -0.95
C -4.759 -0.428 -3.729  -0.29
C -3.733 0.574 -3.653  -0.32
C -2.467 0.078 -3.593  0.64
C -0.408 3.813 -1.421  1.15
C -1.478 4.644 -1.301  0.07
C -1.426 5.757 -0.367  -0.96
C -0.323 5.898 0.396  -0.61
C 0.895 5.160 0.275  -0.62
C 0.810 4.097 -0.696  0.59
N 3.346 0.541 -1.349  -0.06
H 3.144 -4.865 -6.935  0.38
H 5.378 -4.096 -6.016  0.27
H 5.665 -3.052 -3.912  0.50
H 6.931 -1.401 0.187  0.44
H 8.274 0.015 1.578  0.45
H 7.735 2.583 1.571  0.21
H 5.779 3.456 0.828  0.53
H 1.140 -4.028 -5.749  0.46
H -2.949 -3.300 -3.570  0.46
H -5.336 -2.386 -3.928  0.49
H -5.802 0.046 -3.826  0.29
H -3.968 1.557 -3.591  0.70
H -2.295 4.470 -2.001  0.49
H -2.197 6.474 -0.262  0.46
H -0.320 6.708 1.051  0.48
H 1.807 5.251 0.854  0.51
C -7.540 0.134 1.518  -0.45
C -6.909 -0.189 2.708  -0.69
C -5.555 -0.389 2.787  -0.56
C -4.767 0.029 1.710  0.36
C -5.381 0.387 0.461  -0.62
C -6.782 0.388 0.365  -0.54
P -2.925 0.016 1.597  0.55
C -2.704 -1.751 1.996  0.81
C -2.279 -2.138 3.262  -0.31
C -2.242 -3.535 3.589  -0.61
C -2.568 -4.472 2.639  -0.60
C -2.961 -4.027 1.385  -0.39
C -3.016 -2.704 1.081  -0.69
C -2.264 1.058 2.947  0.58
C -3.031 1.487 4.035  -0.56
C -2.523 2.347 5.039  -1.18
C -1.268 2.958 4.799  -0.91
C -0.453 2.527 3.764  1.18
C 0.866 3.017 3.727  -1.28
C 1.732 2.706 2.710  -0.84
C 1.286 1.859 1.697  0.44
C -0.001 1.200 1.828  0.07
C -0.930 1.593 2.781  -0.11
H -8.636 0.375 1.511  0.28
H -7.556 -0.266 3.603  0.32
H -5.173 -0.622 3.708  0.73
H -4.699 0.694 -0.258  0.62
H -7.120 0.795 -0.573  0.39
H -1.928 -1.348 3.936  0.42
H -1.942 -3.876 4.613  0.31
H -2.628 -5.569 2.813  0.32
H -3.073 -4.640 0.528  0.44
H -3.386 -2.366 0.092  0.29
H -4.046 1.193 4.133  0.46
H -3.142 2.565 5.830  0.53
H -0.886 3.714 5.538  0.29
H 1.134 3.719 4.524  0.26
H 2.719 3.070 2.595  0.76
H 2.013 1.556 0.973  -0.51
S -0.066 -0.210 0.664  0.06
C 1.272 -1.094 1.356  0.41
N 1.741 -2.013 0.662  -0.67
C 2.704 -2.807 1.511  -0.86
C 2.863 -1.953 2.789  -0.47
N 1.679 -1.088 2.681  -0.06
H 1.639 -1.570 -1.407  0.14
H 3.586 -3.044 0.990  0.36
H 2.141 -3.697 1.673  0.49
H 3.846 -1.358 2.838  0.20
H 2.749 -2.448 3.727  0.36
H 1.605 -0.301 3.268  0.19


[2]
# C57H39N14O3Sn

C57H39N14O3Sn as an isolated structure (ωB97M-V/def2-TZVPD, the Open Molecules 2025 dataset).

Summary:
2S+1	2
total energy	-3401.95344	Eh
HOMO-LUMO gap (alpha / beta)	4.3 / 5.9	eV
HOMO (alpha / beta)	-0.0169 / -0.0749	hartree
energy relative to the best compared isomer or geometry (same formula, charge and spin)	0.0	kJ/mol
net charge	-2

Each line ends with the Mulliken charge.
Geometry (Å):
Sn 0.305 0.238 -0.965  0.62
C -0.863 -0.717 5.657  -0.87
C 0.053 0.325 5.785  -0.87
C 0.499 1.009 4.664  -0.21
C 0.033 0.590 3.433  0.03
C 0.218 1.156 2.074  0.06
N 1.271 2.002 1.781  -0.64
C 2.354 1.234 1.956  -0.25
C 3.766 1.566 2.218  0.30
C 4.504 2.736 2.169  -0.48
C 5.852 2.683 2.504  -0.60
C 6.443 1.479 2.897  -0.60
C 5.707 0.302 2.953  -0.16
C 4.365 0.342 2.599  0.30
C 3.316 -0.686 2.490  -0.71
N 3.418 -1.963 2.898  -0.69
C 2.333 -2.746 2.884  -0.59
N 1.108 -2.467 2.381  0.16
C 0.242 -3.436 2.701  -0.41
N -1.056 -3.495 2.428  -0.67
C -1.601 -2.649 1.465  0.44
N -2.508 -1.195 1.596  -1.49
C -2.086 -1.190 0.121  0.97
N -0.750 -1.630 0.724  -0.84
C -1.154 -0.593 1.818  1.78
N -0.662 0.677 1.245  -0.72
C -0.805 -0.495 3.286  0.69
C -1.318 -1.127 4.408  0.04
C -2.714 -2.406 -0.496  -0.07
C -3.460 -2.676 -1.620  -0.57
C -3.944 -3.981 -1.755  -0.65
C -3.668 -4.954 -0.801  -0.84
C -2.889 -4.664 0.324  -0.51
C -2.429 -3.375 0.445  0.06
C 0.955 -4.489 3.473  -0.12
C 0.557 -5.698 4.015  -0.17
C 1.516 -6.485 4.647  -0.63
C 2.844 -6.061 4.728  -0.56
C 3.243 -4.844 4.185  -0.03
C 2.289 -4.061 3.554  0.34
N 2.198 -0.097 2.029  0.40
H -1.228 -1.218 6.546  0.38
H 0.400 0.615 6.771  0.36
H 1.186 1.844 4.738  0.53
H 4.038 3.664 1.860  0.51
H 6.455 3.583 2.455  0.41
H 7.497 1.464 3.153  0.37
H 6.165 -0.633 3.252  0.50
H -2.028 -1.933 4.319  0.50
H -3.669 -1.910 -2.358  0.52
H -4.542 -4.242 -2.621  0.44
H -4.058 -5.956 -0.939  0.38
H -2.650 -5.410 1.073  0.59
H -0.478 -6.011 3.946  0.50
H 1.233 -7.438 5.081  0.39
H 3.574 -6.693 5.223  0.37
H 4.270 -4.506 4.250  0.52
C 5.914 7.051 -0.757  -0.90
O 5.768 5.992 -1.671  -0.45
C 4.771 6.100 -2.598  0.98
C 4.519 4.957 -3.354  -0.61
C 3.512 4.948 -4.293  0.24
C 2.741 6.094 -4.513  -0.49
C 3.037 7.241 -3.796  -0.24
C 4.028 7.251 -2.819  -0.49
N 1.756 6.223 -5.547  -0.64
N 0.908 5.348 -5.831  -0.53
C 0.629 4.183 -5.083  0.17
C 0.307 3.073 -5.846  -0.29
C 0.092 1.813 -5.304  -1.28
C 0.141 1.596 -3.914  0.30
O -0.005 0.459 -3.372  0.13
C 0.330 2.790 -3.089  -0.19
N 0.242 2.607 -1.752  0.39
C 0.395 3.621 -0.934  0.06
C 0.571 4.929 -1.411  -1.24
C 0.637 5.147 -2.758  -0.69
C 0.569 4.059 -3.657  0.65
H 6.688 6.744 -0.057  0.24
H 4.985 7.234 -0.208  0.36
H 6.224 7.977 -1.254  0.34
H 5.088 4.063 -3.145  0.32
H 3.306 4.039 -4.842  0.29
H 2.462 8.138 -3.995  0.41
H 4.208 8.155 -2.254  0.35
H 0.270 3.212 -6.921  0.35
H -0.119 0.964 -5.941  0.42
H 0.379 3.394 0.126  0.37
H 0.644 5.750 -0.709  0.48
H 0.739 6.153 -3.141  0.68
N -2.966 0.725 -1.125  -0.88
C -1.967 0.014 -0.781  0.25
H -3.813 0.419 -0.626  0.41
O 1.133 -2.319 -1.960  -0.10
N 0.348 -3.122 -2.571  0.01
C -0.331 -2.701 -3.668  -0.30
C -1.156 -3.568 -4.349  -0.88
C -1.320 -4.873 -3.912  -0.33
C -0.654 -5.266 -2.761  -0.51
C 0.167 -4.381 -2.102  -0.16
H -0.165 -1.659 -3.919  0.68
H -1.682 -3.195 -5.217  0.41
H -1.976 -5.557 -4.434  0.39
H -0.778 -6.257 -2.348  0.41
H 0.701 -4.587 -1.186  0.43
C 5.204 -1.523 -1.334  -1.29
C 4.028 -0.961 -2.134  0.90
C 3.834 0.474 -1.926  -0.04
N 3.664 1.607 -1.825  -0.29
H 5.389 -2.555 -1.634  0.39
H 4.977 -1.515 -0.273  0.21
H 6.113 -0.942 -1.498  0.37
H 3.095 -1.453 -1.856  -0.51
H 4.167 -1.117 -3.206  0.40


[3]
# C57H43Cl18O3PS

A 10-piece molecular cluster, C57H43Cl18O3PS overall in a non-equilibrium geometry (ωB97M-V/def2-TZVPD, the Open Molecules 2025 dataset).

Summary:
total energy	-11446.61143	Eh
SMILES string	CP(O)COC(=O)S.Clc1ccccc1Cl.Clc1ccccc1Cl.Clc1ccccc1Cl.Clc1ccccc1Cl.Clc1ccccc1Cl.Clc1ccccc1Cl.Clc1ccccc1Cl.Clc1ccccc1Cl.Clc1ccccc1Cl
HOMO-LUMO gap	8.6	eV
HOMO	-0.2987	hartree

Each line ends with the Mulliken charge.
Geometry (Å):
C -2.508 3.610 1.069  -1.00
P -1.815 2.140 1.986  0.15
O -1.827 0.870 0.881  -0.25
C 0.012 2.476 2.280  0.12
O 0.276 3.109 3.536  -0.31
C -0.132 4.410 3.592  0.71
O -0.878 4.780 4.448  -0.50
S 0.488 5.639 2.440  -0.14
H -2.932 4.306 1.792  0.28
H -1.721 4.112 0.494  0.22
H -3.247 3.320 0.335  0.58
H -1.233 1.142 0.164  0.14
H 0.511 1.504 2.308  -0.01
H 0.480 3.013 1.453  0.09
H 1.167 4.907 1.527  0.11
Cl 1.195 0.027 -0.512  0.48
C 1.294 0.800 -2.054  -0.10
C 1.922 0.144 -3.100  -0.47
C 2.005 0.751 -4.345  -1.22
C 1.457 2.014 -4.543  -0.26
C 0.828 2.667 -3.488  0.16
C 0.751 2.057 -2.251  -0.45
Cl -0.025 2.899 -0.950  -0.10
H 2.347 -0.838 -2.948  0.13
H 2.498 0.238 -5.160  0.55
H 1.522 2.480 -5.507  0.49
H 0.402 3.651 -3.636  0.61
Cl 4.470 -1.519 -1.118  -0.04
C 5.166 -1.336 0.452  0.27
C 4.461 -0.607 1.401  -0.06
C 4.976 -0.442 2.676  -0.89
C 6.200 -1.007 3.007  -0.57
C 6.905 -1.732 2.061  -0.44
C 6.391 -1.898 0.782  0.34
Cl 7.313 -2.807 -0.362  -0.22
H 3.507 -0.168 1.143  0.28
H 4.422 0.128 3.411  0.47
H 6.604 -0.883 4.002  0.39
H 7.859 -2.171 2.319  0.42
Cl 3.951 3.305 -2.988  -0.08
C 4.289 4.584 -1.879  0.37
C 4.512 5.859 -2.380  -0.52
C 4.777 6.909 -1.516  -0.53
C 4.818 6.686 -0.146  -0.58
C 4.598 5.413 0.355  -0.49
C 4.335 4.360 -0.510  0.05
Cl 4.069 2.789 0.163  0.10
H 4.478 6.033 -3.446  0.43
H 4.951 7.901 -1.911  0.38
H 5.022 7.504 0.532  0.38
H 4.631 5.241 1.422  0.46
Cl 0.486 -2.417 -5.620  -0.21
C 0.437 -3.543 -4.307  0.29
C -0.800 -4.012 -3.886  -0.35
C -0.885 -4.920 -2.843  -0.24
C 0.273 -5.363 -2.216  -0.81
C 1.508 -4.893 -2.633  -0.68
C 1.593 -3.983 -3.677  0.28
Cl 3.164 -3.429 -4.148  -0.16
H -1.702 -3.669 -4.374  0.50
H -1.856 -5.282 -2.519  0.28
H 0.213 -6.072 -1.402  0.46
H 2.407 -5.237 -2.141  0.55
Cl -4.131 -3.860 -2.319  -0.14
C -5.349 -5.026 -2.686  0.37
C -6.675 -4.618 -2.633  -0.54
C -7.693 -5.510 -2.923  -0.50
C -7.388 -6.818 -3.270  -0.50
C -6.067 -7.229 -3.321  -0.47
C -5.042 -6.338 -3.029  0.50
Cl -3.414 -6.935 -3.111  -0.17
H -6.914 -3.599 -2.364  0.42
H -8.724 -5.186 -2.879  0.36
H -8.179 -7.518 -3.501  0.36
H -5.832 -8.249 -3.590  0.40
Cl 3.060 -4.779 3.086  -0.25
C 1.777 -3.623 3.191  0.12
C 1.395 -3.175 4.448  -0.27
C 0.377 -2.244 4.577  -0.70
C -0.263 -1.755 3.446  -0.64
C 0.114 -2.204 2.191  -0.87
C 1.133 -3.139 2.061  0.53
Cl 1.559 -3.662 0.469  0.02
H 1.891 -3.551 5.331  0.46
H 0.085 -1.899 5.561  0.43
H -1.057 -1.025 3.541  0.52
H -0.387 -1.823 1.310  0.63
Cl -5.582 4.237 2.234  -0.19
C -6.646 2.948 1.809  0.42
C -8.012 3.183 1.913  -0.49
C -8.922 2.193 1.586  -0.48
C -8.468 0.957 1.151  -0.53
C -7.108 0.720 1.049  -0.57
C -6.189 1.710 1.377  0.28
Cl -4.506 1.298 1.217  -0.10
H -8.366 4.146 2.252  0.40
H -9.983 2.385 1.670  0.36
H -9.173 0.178 0.891  0.36
H -6.756 -0.246 0.712  0.46
Cl -1.992 4.279 -4.174  -0.09
C -1.729 4.749 -5.815  0.33
C -2.847 4.922 -6.620  -0.46
C -2.706 5.311 -7.941  -0.50
C -1.442 5.531 -8.465  -0.51
C -0.324 5.358 -7.668  -0.46
C -0.458 4.964 -6.343  0.37
Cl 1.006 4.765 -5.424  -0.07
H -3.834 4.754 -6.212  0.42
H -3.583 5.443 -8.560  0.37
H -1.327 5.839 -9.496  0.37
H 0.660 5.529 -8.081  0.40
Cl 1.189 -2.110 8.925  -0.19
C 2.582 -3.131 8.865  0.33
C 3.749 -2.692 9.474  -0.46
C 4.886 -3.483 9.453  -0.46
C 4.859 -4.719 8.820  -0.51
C 3.696 -5.157 8.209  -0.39
C 2.557 -4.364 8.229  0.26
Cl 1.133 -4.953 7.446  -0.16
H 3.771 -1.730 9.968  0.41
H 5.793 -3.136 9.929  0.37
H 5.744 -5.340 8.804  0.38
H 3.676 -6.118 7.715  0.41


[4]
# C57H43F3InN3O2P2S2

C57H43F3InN3O2P2S2 as an isolated structure (ωB97M-V/def2-TZVPD, the Open Molecules 2025 dataset).

Summary:
total energy	-4481.51059	Eh
HOMO-LUMO gap	7.0	eV
HOMO	-0.2608	hartree
energy relative to the best compared isomer or geometry (same formula, charge and spin)	8.3	kJ/mol

Each line ends with the Mulliken charge.
Geometry (Å):
In -1.051 1.113 0.688  2.45
N -3.384 0.527 4.412  -0.38
C -2.583 1.087 3.455  0.56
S -1.117 0.193 3.071  -0.47
N -2.976 2.202 2.934  -1.50
N -2.159 2.655 1.915  1.00
C -2.192 3.913 1.679  -1.28
C -1.389 4.628 0.712  1.49
C -1.687 5.992 0.548  -0.87
C -0.982 6.799 -0.313  -0.97
C 0.073 6.235 -1.040  -0.49
C 0.399 4.908 -0.894  -0.88
C -0.313 4.057 -0.021  -0.05
O 0.083 2.818 0.086  -0.21
H -2.972 -0.157 5.021  0.24
H -4.110 1.116 4.787  0.27
H -2.877 4.504 2.288  0.34
H -2.505 6.408 1.127  0.40
H -1.236 7.845 -0.424  0.40
H 0.640 6.851 -1.729  0.44
H 1.216 4.466 -1.451  0.35
O 0.552 -1.696 -0.577  -0.62
S 0.589 -0.437 -1.406  1.83
C 2.258 -0.487 -2.058  -0.11
C 2.502 -1.124 -3.247  -0.49
C 3.794 -1.262 -3.791  -1.41
C 4.841 -0.744 -3.093  0.08
C 6.317 -0.708 -3.407  -0.83
C 6.980 -0.138 -2.125  -0.84
C 5.824 0.171 -1.203  0.13
C 5.803 0.639 0.076  -1.30
C 4.553 0.786 0.704  0.11
C 3.338 0.511 0.109  0.04
P 1.871 0.815 1.206  1.89
C 2.195 2.491 1.863  0.37
C 2.943 3.448 1.186  -0.70
C 2.988 4.759 1.643  -0.85
C 2.281 5.130 2.777  -0.60
C 1.524 4.183 3.453  -0.99
C 1.477 2.874 2.998  -0.47
C 2.267 -0.291 2.611  1.02
C 1.818 -1.608 2.504  -0.37
C 2.092 -2.525 3.509  -0.60
C 2.806 -2.132 4.633  -0.68
C 3.247 -0.820 4.748  -0.87
C 2.981 0.097 3.741  -0.36
C 3.334 -0.002 -1.235  -1.68
C 4.607 -0.161 -1.827  1.46
C -0.453 -0.770 -2.817  -0.08
C -0.201 -0.112 -3.994  -0.06
C -0.882 -0.411 -5.189  -1.23
C -1.796 -1.423 -5.164  0.33
C -2.629 -2.035 -6.266  -0.86
C -3.505 -3.104 -5.558  -0.85
C -3.114 -3.017 -4.101  0.01
C -3.581 -3.668 -3.001  -1.29
C -3.107 -3.257 -1.735  0.08
C -2.153 -2.284 -1.535  0.16
P -1.967 -1.635 0.194  2.40
C -1.336 -3.089 1.116  0.36
C -1.597 -3.217 2.481  -0.18
C -1.122 -4.310 3.192  -0.92
C -0.376 -5.289 2.550  -0.71
C -0.103 -5.166 1.195  -0.65
C -0.579 -4.074 0.482  -0.40
C -3.711 -1.584 0.809  0.76
C -4.331 -0.338 0.882  -0.30
C -5.630 -0.201 1.352  -0.94
C -6.338 -1.320 1.759  -0.79
C -5.731 -2.569 1.710  -0.92
C -4.431 -2.697 1.248  -0.54
C -1.533 -1.703 -2.696  -2.45
C -2.108 -2.044 -3.936  1.20
H 1.673 -1.546 -3.799  0.66
H 3.927 -1.771 -4.738  0.45
H 6.697 -1.697 -3.662  0.35
H 6.501 -0.064 -4.268  0.29
H 7.660 -0.859 -1.669  0.29
H 7.561 0.760 -2.336  0.30
H 6.710 0.876 0.617  0.47
H 4.548 1.135 1.729  0.48
H 3.474 3.186 0.280  0.47
H 3.567 5.495 1.100  0.41
H 2.310 6.155 3.125  0.39
H 0.957 4.467 4.332  0.43
H 0.862 2.146 3.515  0.54
H 1.250 -1.913 1.632  0.29
H 1.731 -3.542 3.416  0.43
H 3.016 -2.844 5.421  0.41
H 3.799 -0.509 5.626  0.42
H 3.318 1.121 3.849  0.37
H 0.580 0.639 -4.014  0.73
H -0.646 0.131 -6.096  0.48
H -3.238 -1.276 -6.759  0.31
H -1.991 -2.477 -7.033  0.28
H -4.568 -2.897 -5.684  0.28
H -3.325 -4.103 -5.957  0.32
H -4.345 -4.433 -3.068  0.45
H -3.569 -3.711 -0.868  0.40
H -2.175 -2.457 2.988  0.44
H -1.336 -4.396 4.251  0.41
H -0.010 -6.146 3.103  0.38
H 0.482 -5.924 0.688  0.43
H -0.357 -3.979 -0.572  0.25
H -3.808 0.557 0.571  0.14
H -6.076 0.784 1.405  0.49
H -7.354 -1.222 2.121  0.40
H -6.269 -3.449 2.042  0.43
H -3.968 -3.677 1.263  0.39
F -3.036 0.600 -1.764  -0.16
C -2.265 1.587 -1.211  0.13
F -3.145 2.602 -0.962  -0.27
F -1.489 2.037 -2.232  -0.31